DFT (wB97M-V/def2-TZVPD) results for a cluster of 12 separate species, C34H93N4O11Si in total.

Calculated values
Charge ... +1
Energy ... -2686.9963 Eh
E_HOMO ... -11.3 eV
Largest force on an atom ... 3.65 eV/Å

Geometry (Å):
C1 6.8710 0.9518 1.9305
Si1 5.6274 0.4983 0.5374
C2 6.5796 0.5479 -1.1144
C3 4.8019 -1.2056 0.8875
C4 4.2112 1.8206 0.5973
C5 3.3507 1.7048 -0.7248
C6 1.8227 1.3900 -0.5109
C7 0.9980 2.5294 0.2133
C8 -0.5433 2.3486 -0.1659
N1 -1.4399 2.3822 1.0134
C9 -2.1105 1.1146 1.2383
N2 -2.8334 0.4983 0.3515
N3 -2.0438 0.4634 2.5362
C10 3.5474 1.5653 2.0151
C11 3.8134 2.9231 2.7818
N4 4.5330 3.7757 2.1114
C12 4.8664 3.2448 0.7699
H1 7.4300 0.0048 2.1752
H2 6.3748 1.2641 2.8933
H3 7.6110 1.7392 1.6126
H4 7.4974 -0.0851 -0.9855
H5 6.8815 1.6173 -1.3472
H6 5.9290 0.1032 -1.9136
H7 4.4166 -1.2432 1.9431
H8 5.5203 -2.0447 0.7128
H9 3.9004 -1.2914 0.2122
H10 3.4413 2.6009 -1.4061
H11 3.7708 0.8453 -1.3274
H12 1.3737 1.2978 -1.5454
H13 1.6504 0.3766 -0.0401
H14 1.0343 2.4182 1.3381
H15 1.3860 3.5608 0.0017
H16 -0.6405 1.3995 -0.7572
H17 -0.8225 3.2300 -0.8112
H18 -2.1603 3.0947 0.9009
H19 -2.8448 1.0517 -0.5143
H20 -2.7710 -0.2597 2.5535
H21 -1.1500 -0.0164 2.6540
H22 2.5185 1.1404 2.0913
H23 4.1570 0.8530 2.6477
H24 3.4499 3.0966 3.8263
H25 4.8470 4.6986 2.4222
H26 4.2336 3.8919 0.0838
H27 5.8877 3.4093 0.3437
C13 -6.2482 -1.7838 1.0036
C14 -5.4764 -2.4395 2.1303
O1 -4.3339 -3.1198 1.6163
H28 -6.5666 -2.5292 0.2723
H29 -7.1302 -1.2635 1.3843
H30 -5.6168 -1.0646 0.4734
H31 -6.0974 -3.1721 2.6468
H32 -5.1448 -1.6922 2.8608
H33 -3.7825 -2.4677 1.1664
C15 -0.7051 -3.5013 0.7095
C16 -0.6834 -2.9240 -0.6923
O2 -1.7228 -1.9639 -0.8446
H34 -1.6682 -3.9727 0.9159
H35 0.0847 -4.2440 0.8376
H36 -0.5697 -2.7116 1.4559
H37 -0.8400 -3.7112 -1.4313
H38 0.2780 -2.4390 -0.9019
H39 -1.5722 -1.2675 -0.1929
C17 -6.3286 2.2619 1.6962
C18 -6.5692 2.6559 0.2555
O3 -5.3510 3.0983 -0.3346
H40 -5.9348 3.1058 2.2665
H41 -7.2519 1.9206 2.1681
H42 -5.5852 1.4601 1.7538
H43 -7.2930 3.4693 0.1942
H44 -6.9533 1.8086 -0.3214
H45 -4.7342 2.3602 -0.2746
C19 8.4468 3.9343 -4.6750
C20 8.3206 3.1528 -3.3821
O4 7.1502 3.5588 -2.6716
H46 8.4992 5.0057 -4.4711
H47 9.3409 3.6365 -5.2258
H48 7.5727 3.7725 -5.3118
H49 9.1843 3.3331 -2.7425
H50 8.2561 2.0785 -3.5791
H51 6.3919 3.3884 -3.2401
C21 -7.4367 2.0295 -3.2036
C22 -7.8206 0.5639 -3.1258
O5 -9.1654 0.3760 -3.5521
H52 -8.1010 2.6331 -2.5817
H53 -6.4075 2.1819 -2.8705
H54 -7.5334 2.4007 -4.2276
H55 -7.7439 0.2023 -2.0990
H56 -7.1632 -0.0445 -3.7559
H57 -9.2288 0.6858 -4.4611
C23 2.5552 -6.3724 -0.4194
C24 3.0457 -5.1410 0.3170
O6 4.2362 -4.6432 -0.2900
H58 3.3199 -7.1512 -0.4125
H59 1.6462 -6.7672 0.0395
H60 2.3457 -6.1389 -1.4669
H61 3.2736 -5.3827 1.3560
H62 2.2863 -4.3518 0.3040
H63 4.0264 -4.4241 -1.2035
C25 12.4924 0.9360 -1.4173
C26 11.1868 1.6531 -1.1346
O7 10.0832 0.7947 -1.4119
H64 12.5337 0.6143 -2.4597
H65 13.3469 1.5845 -1.2147
H66 12.5808 0.0370 -0.8014
H67 11.0916 2.5373 -1.7661
H68 11.1336 1.9692 -0.0875
H69 10.1689 0.0215 -0.8448
C27 -3.5103 1.2754 6.9153
C28 -2.0673 1.2446 6.4505
O8 -1.8230 0.0879 5.6579
H70 -3.7434 0.3815 7.4970
H71 -3.7048 2.1565 7.5304
H72 -4.1915 1.2876 6.0600
H73 -1.3913 1.2110 7.3060
H74 -1.8307 2.1350 5.8575
H75 -2.4141 0.1268 4.8989
C29 -6.9360 6.9158 2.0913
C30 -8.2828 6.3187 2.4522
O9 -8.1174 5.0241 3.0230
H76 -6.4093 6.2712 1.3836
H77 -7.0535 7.9059 1.6459
H78 -6.3019 7.0033 2.9781
H79 -8.9043 6.2133 1.5622
H80 -8.8112 6.9556 3.1687
H81 -7.5769 5.1218 3.8133
C31 -2.3387 -4.6003 -4.1917
C32 -0.8902 -4.6168 -4.6400
O10 -0.6373 -5.7655 -5.4414
H82 -2.5735 -5.5021 -3.6223
H83 -2.5461 -3.7266 -3.5690
H84 -3.0094 -4.5835 -5.0552
H85 -0.2237 -4.6562 -3.7767
H86 -0.6497 -3.7202 -5.2215
H87 -1.2211 -5.7219 -6.2053
C33 -5.0247 -6.9897 -1.6072
C34 -3.7758 -7.8227 -1.8232
O11 -2.7437 -7.4032 -0.9342
H88 -4.8108 -5.9308 -1.7689
H89 -5.8220 -7.2961 -2.2877
H90 -5.3833 -7.0898 -0.5792
H91 -3.4087 -7.7034 -2.8435
H92 -3.9798 -8.8846 -1.6524
H93 -3.0694 -7.5188 -0.0359

Forces on atoms 1 to 6 (eV/Å):
C 0.039 -0.226 0.331
Si 0.680 -0.419 -0.010
C -0.298 0.121 0.361
C -0.335 0.609 -0.030
C 0.770 -0.046 0.651
C -0.559 -0.877 0.040



DFT (wB97M-V/def2-TZVPD) results for a structure of composition C35H18Cl5N4O10S4Y.

Calculated values
Charge ... -2
Energy ... -6248.4202 Eh
E_HOMO ... -4.2 eV
Largest force on an atom ... 1.74 eV/Å
Relative energy (zero: lowest compared OMol25 entry of this formula, charge and spin) ... 35.84 kcal/mol

Geometry (Å):
Y1 -0.6209 -0.0306 -1.0150
O1 -5.2011 5.4630 1.0031
C1 -5.4015 4.7427 0.0032
O2 -6.3321 4.7416 -0.8281
C2 -4.3424 3.6508 -0.2171
C3 -4.4327 2.7634 -1.2719
C4 -3.4593 1.7926 -1.4372
N1 -2.4496 1.6374 -0.5741
C5 -2.3384 2.5105 0.4366
C6 -3.2538 3.5320 0.6261
C7 -1.1675 2.3572 1.3569
C8 -1.0389 3.1678 2.4772
C9 0.0908 3.0648 3.2674
C10 1.0726 2.1580 2.9181
C11 0.8517 1.3534 1.8155
N2 -0.2476 1.4286 1.0617
C12 -3.4489 0.9053 -2.6401
C13 -4.4258 1.0122 -3.6215
C14 -4.3248 0.2412 -4.7631
C15 -3.2456 -0.6108 -4.9108
C16 -2.3205 -0.6738 -3.8884
N3 -2.4286 0.0459 -2.7655
H1 -5.2712 2.8887 -1.9394
H2 -3.1695 4.2630 1.4141
H3 -1.8140 3.8722 2.7325
H4 0.1995 3.6957 4.1414
H5 1.9878 2.0511 3.4850
H6 1.5723 0.6004 1.5254
H7 -5.2461 1.7018 -3.5019
H8 -5.0782 0.3216 -5.5372
H9 -3.1059 -1.2127 -5.7976
H10 -1.4549 -1.3134 -3.9586
O3 1.1955 2.0160 -3.7686
S1 1.3892 2.2888 -2.3761
O4 1.8415 3.6119 -2.0276
O5 0.1858 1.9142 -1.5433
C17 2.6603 1.1698 -1.7474
C18 3.5141 1.7157 -0.7932
C19 4.5311 0.9520 -0.2354
C20 4.7229 -0.3593 -0.6354
C21 3.8827 -0.9224 -1.5827
C22 2.8510 -0.1781 -2.1372
S2 1.7644 -1.0869 -3.2212
O6 2.0309 -0.7131 -4.5778
O7 1.9104 -2.4759 -2.8849
O8 0.4275 -0.5706 -2.7355
H11 3.3664 2.7482 -0.5083
H12 5.1744 1.3872 0.5204
H13 5.5022 -0.9701 -0.1922
H14 3.9764 -1.9674 -1.8507
Cl1 -2.9988 -0.1456 2.2489
C23 -2.9141 -1.6016 1.2617
C24 -2.1065 -1.6265 0.1264
C25 -2.1142 -2.8667 -0.5050
Cl2 -1.0585 -3.0730 -1.8814
C26 -2.8548 -3.9800 -0.1189
Cl3 -2.7834 -5.4707 -1.0074
C27 -3.6608 -3.8803 1.0066
Cl4 -4.6165 -5.2325 1.5208
C28 -3.6857 -2.6813 1.7110
Cl5 -4.6854 -2.5694 3.1287
O9 4.5405 -5.1819 1.6120
S3 4.5877 -3.8098 1.1844
O10 5.7041 -3.3874 0.3807
N4 3.1877 -3.3737 0.4672
C29 2.5141 -2.5107 1.1848
S4 1.0007 -1.8314 0.8300
C30 3.1993 -2.1388 2.4877
C31 2.7658 -1.2911 3.4919
C32 3.5990 -1.0880 4.5870
C33 4.8388 -1.7220 4.6732
C34 5.2648 -2.5816 3.6683
C35 4.4188 -2.7669 2.5922
H15 1.7964 -0.8135 3.4074
H16 3.2809 -0.4298 5.3865
H17 5.4751 -1.5446 5.5318
H18 6.2233 -3.0831 3.7237

Forces on atoms 1 to 6 (eV/Å):
Y -0.676 0.096 1.188
O -0.034 -0.054 -0.228
C -0.347 0.180 0.209
O 0.154 0.053 0.080
C 0.203 -0.133 -0.048
C -0.086 0.049 -0.024



DFT (wB97M-V/def2-TZVPD) results for a structure of composition C35H23BrIN5NiO5S.

Calculated values
Energy ... -6775.7478 Eh
E_HOMO (spin up / spin down) ... -7.1 / -7.0 eV
Largest force on an atom ... 2.23 eV/Å
Relative energy (zero: lowest compared OMol25 entry of this formula, charge and spin) ... 24.78 kcal/mol

Geometry (Å):
Ni1 1.1407 0.2661 0.4957
Br1 -6.7548 -0.9963 -0.2732
C1 -5.7258 -1.9436 1.0035
C2 -4.8248 -1.2544 1.8004
C3 -4.0494 -1.9478 2.7149
C4 -4.1595 -3.3430 2.8384
C5 -5.1144 -4.0011 2.0618
C6 -5.8846 -3.3090 1.1374
N1 -3.3522 -4.1406 3.6783
N2 -2.3500 -3.6686 4.2950
C7 -1.3732 -2.8850 3.7251
C8 -0.5642 -2.1581 4.5940
C9 0.2807 -1.1409 4.1632
C10 0.3664 -0.8162 2.8159
O1 1.0494 0.1813 2.3547
C11 -0.3480 -1.6513 1.8859
N3 -0.1361 -1.3512 0.5779
C12 -0.7144 -2.0756 -0.3466
C13 -1.5029 -3.1926 -0.0299
C14 -1.7156 -3.5172 1.2828
C15 -1.1690 -2.7075 2.3010
H1 -4.7349 -0.1796 1.7097
H2 -3.3597 -1.4100 3.3510
H3 -5.2156 -5.0751 2.1681
H4 -6.6027 -3.8301 0.5178
H5 -0.6798 -2.3570 5.6543
H6 0.8536 -0.5527 4.8694
H7 -0.5276 -1.7826 -1.3736
H8 -1.9249 -3.7950 -0.8237
H9 -2.2822 -4.4010 1.5352
S1 5.6270 -0.2213 0.1282
C16 3.9433 -0.5438 0.0088
N4 3.1661 0.3058 0.5800
C17 3.8898 1.3279 1.1919
C18 3.3507 2.3948 1.9109
C19 4.2139 3.3163 2.4614
C20 5.6027 3.1930 2.3029
C21 6.1465 2.1395 1.5997
C22 5.2710 1.2050 1.0463
H10 3.5917 -1.4138 -0.5315
H11 2.2774 2.4607 2.0324
H12 3.8168 4.1481 3.0299
H13 6.2571 3.9365 2.7401
H14 7.2179 2.0391 1.4793
O2 2.6227 1.8138 -1.7570
C23 1.8144 0.9735 -2.1359
O3 1.0878 0.2190 -1.3552
C24 1.5779 0.7557 -3.6050
C25 2.4813 1.2780 -4.5145
C26 2.2986 1.1237 -5.8928
C27 1.1803 0.4430 -6.2975
O4 0.7696 0.1728 -7.5739
C28 -0.4582 -0.5485 -7.4552
O5 -0.7417 -0.7115 -6.0651
C29 0.2764 -0.0816 -5.3924
C30 0.4419 0.0517 -4.0410
H15 3.3403 1.8136 -4.1322
H16 3.0004 1.5237 -6.6142
H17 -0.3585 -1.5251 -7.9284
H18 -1.2619 0.0117 -7.9331
H19 -0.2651 -0.3509 -3.3294
I1 0.1432 5.9616 -1.2456
C31 -0.5007 4.3032 -0.1629
C32 -1.7048 4.3273 0.5200
C33 -2.0803 3.1919 1.2237
C34 -1.2467 2.0902 1.2091
N5 -0.0886 2.0742 0.5514
C35 0.2892 3.1645 -0.1247
H20 -2.3360 5.2055 0.5064
H21 -3.0105 3.1683 1.7755
H22 -1.5078 1.1864 1.7487
H23 1.2403 3.1124 -0.6432

Forces on atoms 1 to 6 (eV/Å):
Ni 0.031 -0.112 -0.192
Br 0.002 -0.002 0.005
C 0.007 0.059 -0.023
C 0.028 -0.015 0.281
C -0.226 -0.043 0.123
C 0.770 0.077 -1.155



DFT (wB97M-V/def2-TZVPD) results for a structure of composition C35H23N3PPtS6.

Calculated values
Charge ... +1
Energy ... -4361.4041 Eh
E_HOMO ... -10.0 eV
Largest force on an atom ... 1.53 eV/Å
Relative energy (zero: lowest compared OMol25 entry of this formula, charge and spin) ... 31.28 kcal/mol

Geometry (Å):
Pt1 -0.0020 0.1334 0.1305
C1 0.3284 0.9536 7.2195
C2 -0.6116 1.6088 6.4359
C3 -0.7366 1.2853 5.0937
C4 0.0621 0.2936 4.5246
C5 1.0003 -0.3603 5.3198
C6 1.1344 -0.0278 6.6606
P1 -0.1948 -0.0979 2.7577
C7 1.4064 -0.9138 2.3858
C8 1.5639 -2.2163 2.1310
C9 2.8382 -2.7738 1.5833
C10 3.8548 -1.6691 1.1536
C11 3.6984 -0.3185 1.7571
C12 2.5415 0.0315 2.3032
C13 -1.3521 -1.4892 2.7423
C14 -1.8461 -2.0630 3.8825
C15 -2.7713 -3.1271 3.8111
C16 -3.1869 -3.5888 2.5994
C17 -2.7052 -3.0172 1.3930
C18 -3.1676 -3.4838 0.1390
C19 -2.7268 -2.9050 -1.0133
C20 -1.7861 -1.8537 -0.9598
C21 -1.2787 -1.3910 0.2319
C22 -1.7665 -1.9545 1.4533
H1 0.4342 1.2095 8.2655
H2 -1.2414 2.3745 6.8692
H3 -1.4651 1.8057 4.4815
H4 1.6240 -1.1377 4.8961
H5 1.8672 -0.5406 7.2697
H6 0.7416 -2.9090 2.2731
H7 3.2369 -3.5618 2.2238
H8 4.8861 -2.0123 1.2414
H9 4.5357 0.3682 1.7308
H10 2.4046 1.0255 2.7165
H11 -1.5314 -1.6993 4.8526
H12 -3.1473 -3.5696 4.7238
H13 -3.9028 -4.3992 2.5354
H14 -3.8829 -4.2964 0.1145
H15 -3.0873 -3.2485 -1.9745
H16 -1.4460 -1.4179 -1.8940
N1 0.6441 4.2934 -0.1508
C23 2.0166 4.1169 -0.2501
C24 3.0621 5.0295 -0.3383
C25 4.3272 4.4996 -0.4774
C26 4.5410 3.1119 -0.5405
C27 3.4979 2.2165 -0.4480
C28 2.2150 2.7353 -0.2815
N2 0.9804 2.1026 -0.1895
C29 0.0855 3.0643 -0.1299
C30 -1.3329 2.7478 -0.0645
C31 -2.4152 3.5555 0.0558
S1 -3.8378 2.6117 0.0959
C32 -2.9210 1.1941 -0.0462
N3 -1.6333 1.4012 -0.1248
H17 0.1532 5.1705 -0.1377
H18 2.8945 6.0974 -0.3116
H19 5.1749 5.1665 -0.5538
H20 5.5489 2.7430 -0.6737
H21 3.6675 1.1516 -0.5085
H22 -2.4498 4.6301 0.1218
H23 -3.3566 0.2065 -0.0745
S2 6.1052 -4.5651 -2.2003
C33 4.8725 -3.8115 -1.4928
S3 3.8341 -4.6191 -0.3244
C34 2.7788 -3.2316 0.0794
C35 3.4252 -1.9019 -0.3188
S4 1.8690 -1.0913 -1.0350
S5 4.6627 -2.0654 -1.6035
S6 1.2354 -3.1070 -0.8685

Forces on atoms 1 to 6 (eV/Å):
Pt 0.798 0.629 -1.148
C -0.005 0.005 0.003
C 0.008 -0.005 0.007
C 0.003 0.018 -0.006
C -0.184 0.080 0.024
C -0.011 -0.016 0.018



DFT (wB97M-V/def2-TZVPD) results for a cluster of 3 separate species, C35H24BrN3O5 in total.

Calculated values
Energy ... -4462.6039 Eh
E_HOMO ... -9.5 eV
SMILES string ... CC(C)=N[C@H](C#N)[C@](O)(Br)C#N.O=C1c2ccccc2C(=O)c2ccccc21.O=C1c2ccccc2C(=O)c2ccccc21
Largest force on an atom ... 5.63 eV/Å

Geometry (Å):
C1 -1.6891 0.3352 5.1388
C2 -0.6444 -0.1252 4.0973
C3 -0.1756 -1.5822 4.2329
N1 -0.3232 0.7368 3.2179
C4 0.8655 0.4359 2.4197
C5 1.5317 1.7936 2.1488
N2 2.0351 2.7802 1.9868
C6 0.4107 -0.1042 1.0101
O1 0.0247 -1.4329 0.9926
Br1 1.7271 0.1928 -0.4259
C7 -0.8338 0.6914 0.6191
N3 -1.7356 1.3119 0.4022
H1 -2.6366 -0.1733 4.8370
H2 -1.4456 -0.0241 6.1521
H3 -1.8923 1.4141 5.0721
H4 -0.3776 -2.2142 3.3548
H5 -0.7210 -2.0507 5.0773
H6 0.8897 -1.5803 4.5455
H7 1.6443 -0.1725 2.9119
H8 0.7361 -2.0146 1.3004
O2 -4.3081 -5.0816 3.1556
C8 -4.5673 -4.7672 2.0096
C9 -5.2385 -5.7268 1.0944
C10 -5.5911 -6.9879 1.5636
C11 -6.2520 -7.8764 0.7303
C12 -6.5651 -7.5091 -0.5752
C13 -6.2006 -6.2599 -1.0523
C14 -5.5314 -5.3671 -0.2224
C15 -5.1298 -4.0370 -0.7511
O3 -5.3366 -3.7452 -1.9122
C16 -4.4772 -3.0705 0.1696
C17 -4.1263 -1.8072 -0.2985
C18 -3.5461 -0.8865 0.5609
C19 -3.3158 -1.2239 1.8904
C20 -3.6502 -2.4846 2.3584
C21 -4.2270 -3.4149 1.4997
H9 -5.3536 -7.2742 2.5802
H10 -6.5297 -8.8565 1.0987
H11 -7.0925 -8.2002 -1.2212
H12 -6.4407 -5.9787 -2.0698
H13 -4.3090 -1.5412 -1.3319
H14 -3.2768 0.0967 0.1995
H15 -2.8714 -0.4980 2.5611
H16 -3.4659 -2.7437 3.3943
O4 4.1912 4.5905 -5.6478
C22 4.5608 4.5256 -4.4917
C23 5.9981 4.6851 -4.1468
C24 6.9212 4.9317 -5.1578
C25 8.2576 5.1205 -4.8438
C26 8.6785 5.0651 -3.5182
C27 7.7651 4.8028 -2.5094
C28 6.4239 4.6060 -2.8199
C29 5.4569 4.3075 -1.7306
O5 5.8378 4.1854 -0.5832
C30 4.0177 4.1685 -2.0723
C31 3.0944 3.9248 -1.0602
C32 1.7455 3.8256 -1.3640
C33 1.3132 3.9698 -2.6793
C34 2.2310 4.1990 -3.6928
C35 3.5860 4.2941 -3.3952
H17 6.5956 4.9805 -6.1891
H18 8.9743 5.3167 -5.6320
H19 9.7214 5.2252 -3.2733
H20 8.0959 4.7552 -1.4796
H21 3.4255 3.8164 -0.0350
H22 1.0276 3.6394 -0.5743
H23 0.2576 3.9010 -2.9128
H24 1.8908 4.3074 -4.7149

Forces on atoms 1 to 6 (eV/Å):
C -0.502 -0.816 -1.183
C -1.106 0.030 0.926
C 0.019 0.324 1.012
N 1.237 -0.586 0.642
C 0.211 1.849 -1.395
C -2.176 -4.548 1.081